Entry 1:
A single C7H11N molecule at a distorted geometry, computed with wB97M-V/def2-TZVPD.

## Properties
HOMO energy = -0.2909 hartree
structure (SMILES) = NCC1=CCCC=C1
Kohn-Sham gap = 8.581 eV
calculated total energy = -327.91908 Ha
lowest unoccupied orbital energy = 0.665 eV

Last column: natural (NBO) charge in e.
Atoms and positions in Å:
N: 3.06 0.04 0.63  -0.862
C: 2.19 -0.08 -0.56  -0.233
C: 0.53 0.04 -0.44  -0.027
C: -0.16 -1.15 -0.20  -0.205
C: -1.49 -1.15 0.26  -0.439
C: -2.35 0.01 -0.01  -0.418
C: -1.53 1.38 0.19  -0.130
C: -0.19 1.31 -0.32  -0.280
H: 2.85 -0.63 1.35  0.382
H: 3.16 1.15 0.80  0.387
H: 2.53 0.70 -1.28  0.192
H: 2.17 -1.09 -1.29  0.188
H: 0.42 -2.00 -0.23  0.200
H: -1.67 -1.29 1.47  0.193
H: -2.17 -1.75 -0.29  0.234
H: -2.53 -0.06 -1.02  0.195
H: -3.32 0.02 0.39  0.217
H: -1.87 2.31 0.58  0.203
H: 0.37 2.22 -0.03  0.202

=====

Entry 2:
A single C7H11N molecule at a distorted geometry, computed with wB97M-V/def2-TZVPD.

## Properties
HOMO energy = -0.3090 hartree
structure (SMILES) = C[C@@]1(N)[C@@H]2C=C[C@H]1C2
Kohn-Sham gap = 9.471 eV
calculated total energy = -327.95824 Ha
lowest unoccupied orbital energy = 1.061 eV

Last column: natural (NBO) charge in e.
Atoms and positions in Å:
C: -1.37 -0.22 1.37  -0.668
C: -0.66 -0.02 0.04  0.210
N: -1.47 -0.15 -1.21  -0.831
C: 0.50 1.20 0.00  -0.276
C: 1.00 0.87 -1.37  -0.182
C: 1.17 -0.41 -1.45  -0.199
C: 0.73 -0.92 -0.03  -0.281
C: 1.33 0.24 0.87  -0.380
H: -1.33 0.76 1.96  0.215
H: -2.38 -0.56 1.31  0.217
H: -0.78 -0.95 1.95  0.223
H: -2.32 0.21 -0.92  0.346
H: -1.55 -1.09 -1.39  0.351
H: 0.26 2.15 0.31  0.212
H: 1.28 1.53 -2.10  0.207
H: 1.27 -1.21 -2.22  0.220
H: 0.80 -1.98 0.12  0.208
H: 2.43 0.33 0.83  0.205
H: 1.08 0.20 1.94  0.203

=====

Entry 3:
A single C7H11N molecule, computed with wB97M-V/def2-TZVPD.

## Properties
HOMO energy = -0.3752 hartree
structure (SMILES) = CC1(C)C[C@H]1CC#N
Kohn-Sham gap = 11.068 eV
calculated total energy = -328.04894 Ha
lowest unoccupied orbital energy = 0.859 eV

Last column: natural (NBO) charge in e.
Atoms and positions in Å:
C: 1.39 1.36 -0.57  -0.592
C: 0.24 0.39 -0.53  -0.045
C: 0.58 -0.94 -1.18  -0.609
C: -1.16 0.91 -0.62  -0.414
C: -0.63 0.41 0.70  -0.214
C: -1.16 -0.86 1.34  -0.516
C: -0.06 -1.54 1.97  0.295
N: 0.86 -2.04 2.44  -0.333
H: 1.14 2.29 -0.05  0.207
H: 2.27 0.92 -0.09  0.216
H: 1.65 1.60 -1.60  0.209
H: 1.28 -1.51 -0.57  0.224
H: -0.31 -1.55 -1.34  0.204
H: 1.04 -0.76 -2.16  0.217
H: -1.90 0.30 -1.13  0.211
H: -1.32 1.97 -0.74  0.219
H: -0.38 1.17 1.43  0.221
H: -1.91 -0.62 2.10  0.254
H: -1.61 -1.52 0.60  0.248

=====

Entry 4:
A single C7H11N molecule at a distorted geometry, computed with wB97M-V/def2-TZVPD.

## Properties
HOMO energy = -0.3083 hartree
structure (SMILES) = CN1[C@@H]2[C@H]3C[C@H](C3)[C@@H]21
Kohn-Sham gap = 9.450 eV
calculated total energy = -327.90732 Ha
lowest unoccupied orbital energy = 1.061 eV

Last column: natural (NBO) charge in e.
Atoms and positions in Å:
C: 1.20 0.42 1.90  -0.408
N: 1.53 0.21 0.58  -0.431
C: 0.83 0.91 -0.57  -0.110
C: -0.70 0.83 -0.59  -0.241
C: -1.16 -0.31 0.39  -0.398
C: -0.42 -1.22 -0.42  -0.282
C: -0.87 -0.34 -1.64  -0.357
C: 0.96 -0.62 -0.40  -0.020
H: 2.10 0.86 2.52  0.201
H: 0.40 1.28 2.01  0.174
H: 0.60 -0.42 2.31  0.198
H: 1.25 1.74 -1.19  0.221
H: -1.18 1.77 -0.79  0.215
H: -2.23 -0.47 0.20  0.207
H: -1.11 -0.10 1.53  0.213
H: -0.57 -2.25 -0.28  0.222
H: -0.40 -0.43 -2.61  0.209
H: -1.92 -0.65 -1.85  0.190
H: 1.69 -1.20 -1.09  0.195

=====

Entry 5:
A single C7H11N molecule at a distorted geometry, computed with wB97M-V/def2-TZVPD.

## Properties
HOMO energy = -0.3339 hartree
structure (SMILES) = C1[C@@H]2CN3C[C@@H]2C[C@@H]13
Kohn-Sham gap = 10.172 eV
calculated total energy = -327.92911 Ha
lowest unoccupied orbital energy = 1.086 eV

Last column: natural (NBO) charge in e.
Atoms and positions in Å:
C: -0.72 -0.77 -1.22  -0.439
C: -0.25 -1.28 0.15  -0.246
C: -1.31 -0.34 0.94  -0.234
N: -0.68 1.01 0.53  -0.412
C: 0.62 0.91 1.18  -0.235
C: 1.24 -0.41 0.45  -0.248
C: 1.26 0.22 -1.00  -0.415
C: -0.26 0.76 -0.95  -0.082
H: -1.82 -0.85 -1.37  0.206
H: -0.38 -1.39 -2.04  0.218
H: -0.14 -2.34 0.71  0.242
H: -2.26 -0.28 0.59  0.192
H: -1.33 -0.64 1.99  0.198
H: 0.55 0.89 2.26  0.203
H: 1.21 1.86 0.97  0.202
H: 2.12 -0.95 0.64  0.221
H: 1.37 -0.44 -1.87  0.213
H: 2.11 1.07 -1.24  0.191
H: -0.27 1.53 -1.69  0.224

=====

Entry 6:
A single C7H11N molecule at a distorted geometry, computed with wB97M-V/def2-TZVPD.

## Properties
HOMO energy = -0.2791 hartree
structure (SMILES) = Cc1c[nH]c(C)c1C
Kohn-Sham gap = 8.613 eV
calculated total energy = -328.07349 Ha
lowest unoccupied orbital energy = 1.018 eV

Last column: natural (NBO) charge in e.
Atoms and positions in Å:
C: -1.76 1.06 1.58  -0.625
C: -0.57 0.37 1.01  -0.091
C: 0.53 0.06 1.78  -0.083
N: 1.48 -0.49 0.98  -0.507
C: 1.01 -0.52 -0.32  0.138
C: 1.87 -1.03 -1.43  -0.662
C: -0.26 0.02 -0.33  -0.102
C: -1.09 0.19 -1.54  -0.627
H: -1.95 1.98 1.01  0.207
H: -1.73 1.31 2.63  0.218
H: -2.70 0.51 1.41  0.210
H: 0.65 0.36 2.81  0.206
H: 2.33 -0.94 1.25  0.407
H: 1.29 -1.73 -2.06  0.223
H: 2.59 -1.77 -1.09  0.223
H: 2.18 -0.21 -2.07  0.227
H: -1.99 -0.43 -1.55  0.215
H: -1.44 1.23 -1.65  0.211
H: -0.46 0.04 -2.42  0.213

=====

Entry 7:
A single C7H11N molecule at a distorted geometry, computed with wB97M-V/def2-TZVPD.

## Properties
HOMO energy (alpha / beta) = -0.1976 / -0.3913 hartree
Kohn-Sham gap (alpha / beta) = 6.184 / 8.187 eV
calculated total energy = -327.86867 Ha
lowest unoccupied orbital energy (alpha / beta) = 0.808 / -2.462 eV
multiplicity = 3
expectation value of S² = 2.01

Last column: natural (NBO) charge in e.
Atoms and positions in Å:
C: -1.93 -0.37 -0.19  0.290
C: 1.75 -0.28 -0.26  -0.303
C: 0.50 -0.66 -0.02  0.028
C: 0.15 -2.07 0.32  -0.661
C: -0.56 1.35 -1.21  -0.601
C: -0.87 1.24 1.45  -0.565
C: -0.66 0.29 -0.12  -0.173
N: -2.98 -0.83 -0.22  -0.334
H: 2.02 0.72 -0.52  0.172
H: 2.55 -0.99 -0.20  0.177
H: -0.49 -2.50 -0.46  0.238
H: -0.41 -2.13 1.25  0.232
H: 1.04 -2.68 0.40  0.216
H: 0.30 1.99 -1.05  0.214
H: -1.46 1.97 -1.22  0.226
H: -0.47 0.87 -2.19  0.221
H: -1.70 1.91 1.29  0.211
H: 0.07 1.76 1.59  0.202
H: -1.06 0.52 2.23  0.209

=====

Entry 8:
An isolated ion of composition C7H11N2 and charge +1 at a distorted geometry, computed with wB97M-V/def2-TZVPD.

## Properties
HOMO energy = -0.5172 hartree
structure (SMILES) = C[N+]1=C2CCCN=C[C@H]21
charge = +1
Kohn-Sham gap = 8.253 eV
calculated total energy = -382.39783 Ha
lowest unoccupied orbital energy = -5.822 eV

Last column: natural (NBO) charge in e.
Atoms and positions in Å:
C: -2.72 -0.77 0.65  -0.479
N: -1.68 -0.28 -0.17  -0.195
C: -0.94 0.76 -0.47  0.494
C: 0.11 1.70 -0.01  -0.514
C: 1.57 1.09 -0.16  -0.420
C: 2.11 -0.12 0.50  -0.290
N: 1.77 -1.47 0.08  -0.280
C: 0.65 -1.51 -0.51  0.029
C: -0.53 -0.62 -0.96  -0.119
H: -2.87 -1.87 0.49  0.264
H: -2.72 -0.57 1.75  0.266
H: -3.74 -0.37 0.37  0.276
H: 0.02 2.67 -0.51  0.296
H: 0.07 1.98 1.07  0.271
H: 1.76 0.90 -1.28  0.222
H: 2.33 1.91 0.19  0.271
H: 3.28 -0.05 0.31  0.244
H: 1.80 -0.10 1.53  0.219
H: 0.38 -2.61 -0.80  0.205
H: -0.62 -0.69 -2.07  0.238

=====

Entry 9:
An isolated ion of composition C7H11N2 and charge +1 at a distorted geometry, computed with wB97M-V/def2-TZVPD.

## Properties
HOMO energy (alpha / beta) = -0.4862 / -0.4788 hartree
charge = +1
Kohn-Sham gap (alpha / beta) = 7.371 / 6.660 eV
calculated total energy = -382.31903 Ha
lowest unoccupied orbital energy (alpha / beta) = -5.858 / -6.369 eV

Last column: natural (NBO) charge in e.
Atoms and positions in Å:
C: -2.05 0.64 1.04  -0.078
C: -1.74 -0.90 2.87  0.355
C: -0.88 0.38 0.34  0.159
C: -0.17 1.05 -0.84  -0.413
C: 0.96 -0.06 -0.60  0.104
C: 2.32 0.36 -0.09  -0.625
C: 0.97 -0.87 -1.98  -0.630
N: -2.46 -0.14 2.18  -0.473
N: -0.06 -0.65 0.24  -0.218
H: -2.75 1.20 0.53  0.239
H: -1.47 -1.64 3.59  0.267
H: -0.62 0.97 -1.86  0.246
H: 0.25 1.98 -0.79  0.231
H: 3.09 -0.08 -0.73  0.244
H: 2.38 -0.03 0.90  0.232
H: 2.41 1.44 -0.13  0.234
H: 0.06 -1.04 -2.50  0.222
H: 1.44 -1.89 -1.77  0.226
H: 1.75 -0.59 -2.65  0.236
H: -3.42 -0.11 2.25  0.442

=====

Entry 10:
An isolated ion of composition C7H11N2 and charge +1 at a distorted geometry, computed with wB97M-V/def2-TZVPD.

## Properties
HOMO energy = -0.4854 hartree
structure (SMILES) = CC1=[N+]2[C@@H]1NC[C@@H]1C[C@@H]12
charge = +1
Kohn-Sham gap = 8.798 eV
calculated total energy = -382.42662 Ha
lowest unoccupied orbital energy = -4.410 eV

Last column: natural (NBO) charge in e.
Atoms and positions in Å:
C: 2.97 -0.46 -0.32  -0.709
C: 1.65 -0.02 0.04  0.502
N: 0.50 -0.44 0.30  -0.238
C: 0.61 0.92 0.78  0.123
N: -0.21 1.69 -0.03  -0.656
C: -1.59 1.18 -0.36  -0.215
C: -1.79 -0.32 -0.55  -0.226
C: -1.64 -1.31 0.63  -0.386
C: -0.54 -1.18 -0.36  -0.086
H: 3.44 -1.04 0.47  0.303
H: 3.60 0.49 -0.46  0.282
H: 2.81 -1.06 -1.13  0.258
H: 0.69 0.98 1.94  0.211
H: -0.03 2.64 0.11  0.402
H: -1.72 1.82 -1.17  0.233
H: -2.21 1.47 0.51  0.198
H: -2.39 -0.42 -1.44  0.267
H: -1.53 -0.95 1.56  0.224
H: -2.35 -2.10 0.58  0.253
H: -0.26 -1.90 -1.10  0.259

=====

> Which of these has the highest calculated total energy?

number 7

=====

> Look up the calculated total energy of the fifth one.

-327.92911 Ha

=====

Copy entry 4 word for word.
A single C7H11N molecule at a distorted geometry, computed with wB97M-V/def2-TZVPD.

## Properties
HOMO energy = -0.3083 hartree
structure (SMILES) = CN1[C@@H]2[C@H]3C[C@H](C3)[C@@H]21
Kohn-Sham gap = 9.450 eV
calculated total energy = -327.90732 Ha
lowest unoccupied orbital energy = 1.061 eV

Last column: natural (NBO) charge in e.
Atoms and positions in Å:
C: 1.20 0.42 1.90  -0.408
N: 1.53 0.21 0.58  -0.431
C: 0.83 0.91 -0.57  -0.110
C: -0.70 0.83 -0.59  -0.241
C: -1.16 -0.31 0.39  -0.398
C: -0.42 -1.22 -0.42  -0.282
C: -0.87 -0.34 -1.64  -0.357
C: 0.96 -0.62 -0.40  -0.020
H: 2.10 0.86 2.52  0.201
H: 0.40 1.28 2.01  0.174
H: 0.60 -0.42 2.31  0.198
H: 1.25 1.74 -1.19  0.221
H: -1.18 1.77 -0.79  0.215
H: -2.23 -0.47 0.20  0.207
H: -1.11 -0.10 1.53  0.213
H: -0.57 -2.25 -0.28  0.222
H: -0.40 -0.43 -2.61  0.209
H: -1.92 -0.65 -1.85  0.190
H: 1.69 -1.20 -1.09  0.195

=====

> Number 10 is which compound?

C7H11N2